Record 1
6 unconnected molecules or ions with the total composition C30H33N3O12. Source: OMol25; level of theory: ωB97M-V with the def2-TZVPD basis set.

For the HOMO energy, the calculation gives -9.86 eV. As for the energy relative to the best compared isomer or geometry (same formula, charge and spin): 0.0 kJ/mol. The SMILES is O=[N+]([O-])c1ccccc1.O=[N+]([O-])c1ccccc1.O=[N+]([O-])c1ccccc1.O=C1CCCO1.O=C1CCCO1.O=C1CCCO1. The value obtained for the maximum force is 3.1 eV/Å.

The geometry in ORCA input format:
```
! wB97M-V def2-TZVPD RIJCOSX def2/J DEFGRID3
* xyz 0 1
O 2.01 -16.00 -15.17
N 2.25 -15.67 -13.97
O 3.37 -15.63 -13.50
C 1.07 -15.36 -13.12
C 1.31 -14.51 -12.06
C 0.19 -14.13 -11.35
C -1.08 -14.64 -11.64
C -1.23 -15.46 -12.77
C -0.14 -15.83 -13.53
H 2.32 -14.19 -11.83
H 0.34 -13.49 -10.47
H -1.94 -14.31 -11.08
H -2.22 -15.72 -13.07
H -0.24 -16.59 -14.30
O 2.06 -11.33 -13.24
N 1.19 -10.95 -13.99
O 0.67 -11.67 -14.85
C 0.68 -9.58 -13.88
C 0.34 -8.94 -15.08
C -0.30 -7.69 -14.97
C -0.51 -7.22 -13.68
C -0.06 -7.86 -12.50
C 0.57 -9.10 -12.61
H 0.52 -9.52 -15.98
H -0.49 -7.15 -15.89
H -1.04 -6.23 -13.62
H -0.34 -7.48 -11.59
H 0.79 -9.62 -11.75
O -3.32 -13.20 -16.42
N -3.27 -12.21 -17.19
O -4.14 -11.41 -17.43
C -2.02 -12.00 -17.84
C -1.95 -11.13 -18.92
C -0.75 -10.88 -19.51
C 0.34 -11.68 -19.14
C 0.34 -12.49 -18.05
C -0.91 -12.71 -17.39
H -2.86 -10.57 -19.25
H -0.71 -10.22 -20.40
H 1.31 -11.73 -19.65
H 1.22 -13.06 -17.77
H -1.04 -13.42 -16.59
O -4.83 -5.20 -19.92
C -4.95 -6.29 -19.42
C -5.78 -7.42 -20.00
C -5.59 -8.53 -18.87
C -4.50 -7.93 -17.89
O -4.19 -6.66 -18.38
H -6.78 -7.02 -20.12
H -5.37 -7.65 -20.97
H -6.54 -8.69 -18.35
H -5.25 -9.48 -19.29
H -4.86 -7.93 -16.89
H -3.65 -8.59 -17.74
O -1.34 -10.78 -10.95
C -2.27 -10.86 -11.71
C -2.30 -11.16 -13.21
C -3.75 -11.40 -13.53
C -4.43 -10.52 -12.47
O -3.56 -10.62 -11.30
H -1.84 -10.28 -13.70
H -1.64 -12.02 -13.40
H -3.97 -11.08 -14.52
H -3.94 -12.46 -13.38
H -4.53 -9.50 -12.76
H -5.39 -10.89 -12.07
O -2.80 -8.56 -21.00
C -2.27 -8.45 -22.08
C -2.90 -8.03 -23.38
C -1.82 -8.16 -24.41
C -0.55 -8.15 -23.47
O -0.99 -8.65 -22.17
H -3.81 -8.64 -23.51
H -3.12 -7.00 -23.25
H -1.82 -9.12 -24.97
H -1.75 -7.34 -25.09
H 0.27 -8.78 -23.87
H -0.25 -7.10 -23.39
*
```

***

Record 2
A single C2H2N2O2S molecule. Source: OMol25; level of theory: ωB97M-V with the def2-TZVPD basis set.

For the HOMO energy, the calculation gives -9.41 eV. As for the energy relative to the best compared isomer or geometry (same formula, charge and spin): 333.8 kJ/mol. The SMILES is O=c1o[nH][nH]c1=S. The value obtained for the maximum force is 5.0 eV/Å.

The geometry in ORCA input format:
```
! wB97M-V def2-TZVPD RIJCOSX def2/J DEFGRID3
* xyz 0 1
O -0.40 2.37 0.06
C -0.33 1.21 -0.15
O -1.48 0.39 -0.14
N -0.98 -0.98 -0.35
N 0.34 -0.88 0.29
C 0.85 0.26 -0.11
S 2.57 0.42 -0.13
H -1.67 -1.26 0.49
H 1.10 -1.53 0.05
*
```